{
  "formula": "C26H81N7O10",
  "method": "ωB97M-V/def2-TZVPD",
  "symbols": ["N", "H", "H", "H", "H", "C", "C", "O", "H", "H", "H", "H", "H", "O", "H", "H", "O", "H", "H", "O", "H", "H", "C", "C", "C", "O", "C", "N", "H", "H", "H", "H", "H", "H", "H", "H", "H", "H", "H", "C", "C", "C", "O", "C", "N", "H", "H", "H", "H", "H", "H", "H", "H", "H", "H", "H", "C", "C", "C", "O", "C", "N", "H", "H", "H", "H", "H", "H", "H", "H", "H", "H", "H", "C", "C", "C", "O", "C", "N", "H", "H", "H", "H", "H", "H", "H", "H", "H", "H", "H", "C", "C", "C", "O", "C", "N", "H", "H", "H", "H", "H", "H", "H", "H", "H", "H", "H", "C", "C", "C", "O", "C", "N", "H", "H", "H", "H", "H", "H", "H", "H", "H", "H", "H"],
  "coordinates": [[0.87, -0.43, 3.93], [0.06, -0.45, 4.55], [0.59, -0.98, 3.13], [1.65, -0.84, 4.43], [0.99, 0.55, 3.73], [0.79, -0.38, 0.28], [-0.34, -1.35, 0.65], [-0.15, -2.04, 1.83], [1.70, -0.89, -0.02], [0.94, 0.36, 1.06], [0.40, 0.13, -0.61], [-0.74, -1.94, -0.18], [-1.22, -0.73, 0.84], [-0.89, -4.99, 1.89], [-1.51, -4.84, 2.60], [-0.66, -4.11, 1.58], [2.51, -2.91, 3.12], [2.18, -3.79, 3.30], [1.89, -2.55, 2.49], [-2.74, -2.01, 3.22], [-1.94, -1.94, 2.70], [-3.07, -2.88, 3.03], [-3.80, -1.76, -2.50], [-3.57, -0.29, -2.85], [-2.39, 0.38, -2.08], [-2.25, 1.73, -2.41], [-1.15, 2.34, -1.73], [-3.39, -0.28, -4.30], [-2.86, -2.30, -2.64], [-4.65, -2.20, -3.01], [-3.94, -1.90, -1.42], [-4.47, 0.28, -2.65], [-1.44, -0.12, -2.28], [-2.68, 0.25, -1.04], [-0.14, 1.93, -1.79], [-1.29, 2.36, -0.65], [-1.11, 3.36, -2.12], [-2.63, -0.91, -4.50], [-2.96, 0.63, -4.38], [-3.71, 1.16, 1.55], [-5.08, 0.91, 0.91], [-5.70, -0.45, 1.45], [-6.90, -0.90, 0.80], [-6.66, -1.57, -0.48], [-6.01, 2.00, 1.15], [-3.86, 1.48, 2.58], [-3.03, 1.76, 0.95], [-3.23, 0.19, 1.59], [-4.97, 0.73, -0.16], [-5.85, -0.36, 2.52], [-4.85, -1.13, 1.40], [-6.29, -0.93, -1.27], [-7.65, -1.84, -0.85], [-6.06, -2.47, -0.33], [-5.74, 2.62, 0.40], [-6.92, 1.64, 0.91], [-0.97, -7.05, -1.95], [0.23, -6.38, -1.29], [0.26, -4.81, -1.42], [0.45, -4.54, -2.79], [0.48, -3.15, -3.10], [0.21, -6.87, 0.09], [-0.78, -8.12, -2.05], [-1.04, -6.70, -2.98], [-1.93, -6.81, -1.50], [1.12, -6.83, -1.74], [1.09, -4.39, -0.85], [-0.68, -4.42, -1.04], [-0.43, -2.58, -2.87], [0.87, -2.89, -4.08], [1.19, -2.73, -2.38], [-0.21, -6.23, 0.74], [1.15, -6.88, 0.46], [3.80, -0.77, -2.66], [2.87, 0.45, -3.02], [3.57, 1.79, -2.81], [2.68, 2.88, -3.06], [3.32, 4.13, -2.96], [2.36, 0.29, -4.40], [3.30, -1.71, -2.88], [4.08, -0.79, -1.60], [4.69, -0.77, -3.30], [1.98, 0.45, -2.38], [4.47, 1.82, -3.41], [3.93, 1.90, -1.78], [4.22, 4.15, -3.57], [3.52, 4.46, -1.94], [2.77, 4.94, -3.43], [1.88, -0.60, -4.48], [1.57, 0.91, -4.49], [-1.55, 3.07, 4.42], [-0.61, 2.78, 3.15], [-0.54, 4.00, 2.20], [0.31, 3.56, 1.15], [0.86, 4.51, 0.22], [0.70, 2.42, 3.62], [-1.19, 3.89, 5.03], [-1.56, 2.18, 5.04], [-2.60, 3.21, 4.16], [-0.96, 1.95, 2.54], [-0.15, 4.91, 2.67], [-1.53, 4.23, 1.81], [1.48, 5.22, 0.77], [0.06, 5.06, -0.28], [1.36, 3.99, -0.60], [1.31, 2.37, 2.81], [1.13, 3.22, 4.07], [4.28, 2.95, 2.96], [3.89, 2.18, 1.70], [5.13, 2.01, 0.77], [5.42, 3.25, 0.22], [6.43, 3.18, -0.79], [3.39, 0.89, 2.09], [5.16, 2.60, 3.48], [3.54, 3.04, 3.76], [4.53, 3.97, 2.64], [3.17, 2.70, 1.07], [4.82, 1.33, -0.02], [5.98, 1.56, 1.27], [7.40, 3.06, -0.32], [6.56, 4.03, -1.47], [6.23, 2.36, -1.48], [4.10, 0.52, 2.71], [3.33, 0.37, 1.22]],
  "largest_force_ev_per_a": 2.4,
  "spin_multiplicity": 1,
  "homo_ev": -8.1,
  "total_energy_ha": -2174.705544
}